ORCA calculation (ωB97M-V/def2-TZVPD) on a molecular structure, C42H46BrCsN8O2S.

The calculation puts the energy above the lowest of the compared OMol25 structures with the same formula, charge and spin at 62.6 kcal per mole. The gap between HOMO and LUMO (alpha / beta) is 4.1 / 4.1 eV.

Structure (ORCA input):
```
! wB97M-V def2-TZVPD RIJCOSX def2/J DEFGRID3
* xyz -2 1
Cs 12.009 13.706 15.639
C 14.068 18.052 14.898
C 13.015 18.258 13.719
C 12.017 17.075 13.549
N 11.341 16.608 14.767
C 10.307 17.166 15.254
C 9.614 18.214 14.463
C 8.284 18.673 14.447
C 7.248 17.879 14.950
C 7.288 16.797 15.848
C 8.304 16.393 16.687
C 9.754 16.535 16.520
N 10.654 16.356 17.447
C 10.422 15.858 18.812
C 11.582 16.056 19.784
C 12.698 14.982 19.673
N 13.542 14.920 18.467
C 14.533 15.726 18.237
C 14.928 16.825 19.049
C 16.243 17.268 19.359
C 17.487 16.835 18.917
C 17.724 15.825 17.969
C 16.781 15.113 17.201
C 15.406 15.295 16.996
N 14.785 15.171 15.910
C 15.214 15.724 14.596
C 15.286 17.231 14.441
H 13.517 17.473 15.643
H 14.410 19.017 15.323
H 13.410 18.351 12.721
H 12.375 19.139 13.928
H 12.557 16.203 13.107
H 11.289 17.311 12.751
H 10.271 18.600 13.707
H 8.092 19.633 13.967
H 6.221 18.107 14.585
H 6.353 16.263 15.843
H 8.038 15.809 17.576
H 10.153 14.787 18.771
H 9.451 16.280 19.179
H 11.131 16.113 20.797
H 12.069 16.985 19.645
H 12.242 13.995 19.523
H 13.260 14.915 20.615
H 14.100 17.231 19.691
H 16.338 18.228 19.957
H 18.325 17.422 19.272
H 18.788 15.681 17.686
H 17.140 14.365 16.471
H 14.480 15.251 13.878
H 16.235 15.307 14.270
H 15.484 17.379 13.375
H 16.172 17.617 14.995
O 15.915 8.170 14.685
C 15.703 8.402 16.041
C 16.131 7.409 16.924
C 15.955 7.503 18.349
C 15.283 8.682 18.785
C 14.845 9.618 17.914
C 15.059 9.562 16.512
C 14.462 10.662 15.670
O 13.474 11.370 16.177
N 14.023 10.105 14.297
N 13.234 11.036 13.712
C 12.542 10.617 12.654
C 11.963 11.336 11.588
Br 11.788 13.284 11.613
C 11.566 10.628 10.453
C 12.344 9.568 9.909
C 11.649 8.793 8.941
C 12.226 7.654 8.472
C 13.471 7.252 8.907
C 14.176 8.015 9.823
C 13.639 9.191 10.305
H 15.500 8.893 14.138
H 16.609 6.588 16.468
H 16.309 6.809 19.069
H 15.125 8.798 19.890
H 14.441 10.515 18.406
H 15.229 11.333 15.265
H 13.527 9.201 14.348
H 12.609 9.494 12.491
H 10.751 10.892 9.833
H 10.700 9.209 8.563
H 11.657 7.019 7.761
H 13.936 6.314 8.519
H 15.209 7.776 10.118
H 14.254 9.847 10.936
C 7.946 9.433 12.416
N 7.094 10.505 12.912
C 5.651 10.494 12.843
C 5.259 11.668 13.460
N 6.370 12.243 14.047
C 7.534 11.648 13.555
S 9.109 12.201 13.826
H 7.840 9.338 11.318
H 7.610 8.469 12.839
H 8.997 9.676 12.703
H 5.225 9.634 12.313
H 4.275 11.995 13.770
H 6.370 13.164 14.489
*
```

ORCA calculation (ωB97M-V/def2-TZVPD) on a single C2H3NO2 molecule.

Its SMILES is C1=NOCO1. The calculation puts the energy above the lowest of the compared OMol25 structures with the same formula, charge and spin at 83.6 kcal per mole. The gap between HOMO and LUMO is 10.3 eV.

Structure (ORCA input):
```
! wB97M-V def2-TZVPD RIJCOSX def2/J DEFGRID3
* xyz 0 1
C -0.949 0.074 0.032
C 1.188 -0.348 -0.057
H -2.079 0.100 -0.532
H -1.246 -0.079 1.213
H 1.975 -1.040 -0.092
N 1.192 0.938 0.017
O 0.030 -0.943 -0.286
O -0.111 1.298 -0.296
*
```

ORCA calculation (ωB97M-V/def2-TZVPD) on a molecular structure, C17H23N3O3Pt.

The calculation puts the energy above the lowest of the compared OMol25 structures with the same formula, charge and spin at 47.4 kcal per mole. The gap between HOMO and LUMO (alpha / beta) is 3.2 / 3.2 eV.

Structure (ORCA input):
```
! wB97M-V def2-TZVPD RIJCOSX def2/J DEFGRID3
* xyz 4 1
Pt 0.136 -1.672 -0.009
C 3.189 -0.193 0.130
O 2.003 -0.308 -0.647
C 2.194 -0.604 -2.026
C 2.358 -2.110 -2.270
O 1.329 -2.775 -1.547
C 1.267 -4.188 -1.704
C -0.010 -4.659 -0.995
O -0.104 -4.125 0.320
C 0.389 -4.955 1.345
H 3.768 0.672 -0.221
H 3.835 -1.074 0.072
H 2.890 -0.009 1.163
H 3.073 -0.080 -2.420
H 1.297 -0.240 -2.540
H 3.340 -2.467 -1.928
H 2.279 -2.311 -3.347
H 2.153 -4.654 -1.243
H 1.242 -4.468 -2.767
H -0.016 -5.756 -0.985
H -0.890 -4.300 -1.545
H -0.235 -5.867 1.411
H 0.304 -4.426 2.294
H 1.418 -5.306 1.181
C -3.187 -0.184 2.182
C -2.259 -0.913 1.453
N -1.133 -0.353 0.967
C -0.899 0.949 1.183
C -1.777 1.760 1.919
C -2.941 1.151 2.439
C -1.484 3.121 2.350
C -1.097 4.270 1.748
C -1.099 4.644 0.339
C -0.573 5.901 -0.053
C -0.697 6.171 -1.416
N -1.281 5.332 -2.209
C -1.786 4.184 -1.823
N -1.655 3.851 -0.563
H -4.074 -0.667 2.570
H -2.429 -1.970 1.258
H 0.029 1.370 0.812
H -3.651 1.724 3.022
H -1.643 3.219 3.428
H -0.838 5.088 2.413
H -0.127 6.601 0.640
H -0.317 7.096 -1.860
H -2.290 3.531 -2.521
*
```

ORCA calculation (ωB97M-V/def2-TZVPD) on 3 unconnected molecules or ions with the total composition C18H44BN2O6.

The gap between HOMO and LUMO is 7.3 eV.

Structure (ORCA input):
```
! wB97M-V def2-TZVPD RIJCOSX def2/J DEFGRID3
* xyz -1 1
C -0.145 -1.456 -1.568
B -1.314 -0.390 -2.039
C -1.937 0.470 -0.769
C -3.361 0.981 -1.071
C -4.361 -0.163 -0.929
O -5.364 -0.107 -1.972
C -6.101 -1.177 -2.262
C -5.773 -2.484 -1.577
O -6.989 -1.090 -3.081
H -0.487 -2.063 -0.719
H 0.053 -2.159 -2.393
H 0.812 -0.974 -1.312
H -2.248 -1.053 -2.536
H -0.899 0.376 -2.918
H -2.004 -0.192 0.116
H -1.311 1.322 -0.478
H -3.429 1.377 -2.091
H -3.644 1.799 -0.388
H -3.808 -1.102 -0.994
H -4.884 -0.112 0.035
H -6.577 -3.190 -1.798
H -5.656 -2.377 -0.498
H -4.835 -2.873 -1.992
C 3.393 7.013 -0.509
O 2.432 7.239 -1.515
C 2.822 6.807 -2.814
C 2.008 5.618 -3.274
N 2.323 4.429 -2.502
C 1.462 3.274 -2.777
C -0.023 3.390 -2.474
O -0.321 3.478 -1.093
C -0.273 4.763 -0.524
H 3.031 7.498 0.397
H 3.537 5.948 -0.301
H 4.362 7.450 -0.778
H 3.890 6.563 -2.826
H 2.654 7.642 -3.500
H 2.246 5.425 -4.326
H 0.946 5.899 -3.224
H 2.261 4.650 -1.517
H 1.847 2.431 -2.200
H 1.575 3.009 -3.833
H -0.493 2.463 -2.812
H -0.502 4.219 -3.014
H -0.558 5.538 -1.244
H 0.717 5.007 -0.119
H -0.982 4.781 0.305
C 1.745 -3.548 6.077
O 2.712 -3.899 5.113
C 2.844 -5.295 4.882
C 2.351 -5.679 3.504
N 0.908 -5.538 3.401
C 0.368 -5.729 2.057
C 0.790 -4.752 0.966
O 0.300 -3.446 1.144
C 1.077 -2.590 1.950
H 1.835 -2.477 6.247
H 0.724 -3.763 5.741
H 1.918 -4.072 7.023
H 2.306 -5.860 5.650
H 3.908 -5.541 4.959
H 2.613 -6.727 3.324
H 2.899 -5.070 2.771
H 0.642 -4.617 3.728
H -0.721 -5.683 2.133
H 0.621 -6.744 1.730
H 0.357 -5.106 0.026
H 1.879 -4.734 0.824
H 2.143 -2.825 1.877
H 0.775 -2.623 3.004
H 0.914 -1.577 1.582
*
```

ORCA calculation (ωB97M-V/def2-TZVPD) on 2 unconnected molecules or ions with the total composition C3H11N2S2.

The calculation puts the energy above the lowest of the compared OMol25 structures with the same formula, charge and spin at 35.7 kcal per mole. The gap between HOMO and LUMO is 8.1 eV.

Structure (ORCA input):
```
! wB97M-V def2-TZVPD RIJCOSX def2/J DEFGRID3
* xyz 1 1
C -1.359 -0.829 -1.353
C -1.524 -1.053 -2.669
N -0.302 -1.274 -3.485
N -2.357 -0.716 -0.461
H -0.370 -0.687 -0.925
H -2.402 -1.018 -3.291
H -0.053 -0.413 -3.993
H 0.503 -1.493 -2.916
H -0.354 -2.003 -4.193
H -3.255 -1.116 -0.658
H -2.130 -0.451 0.480
C 0.662 1.803 0.175
S 0.194 0.858 1.644
S 1.994 0.152 2.385
H 1.378 2.575 0.443
H -0.276 2.213 -0.197
H 1.157 1.189 -0.580
H 2.303 -0.615 1.324
*
```

ORCA calculation (ωB97M-V/def2-TZVPD) on 2 unconnected molecules or ions with the total composition C3H3IO2.

Its SMILES is O=C=C1CO1.I. The calculation puts the energy above the lowest of the compared OMol25 structures with the same formula, charge and spin at 78.1 kcal per mole. The gap between HOMO and LUMO is 8.7 eV.

Structure (ORCA input):
```
! wB97M-V def2-TZVPD RIJCOSX def2/J DEFGRID3
* xyz 0 1
C -0.618 1.161 0.605
C -0.915 -1.195 -0.678
C -0.932 -0.016 0.181
O -0.121 2.143 1.025
O -2.110 -0.744 0.006
I 2.860 2.745 2.495
H -0.743 -1.097 -1.789
H -0.502 -2.229 -0.252
H 2.024 3.388 1.339
*
```

ORCA calculation (ωB97M-V/def2-TZVPD) on 7 unconnected molecules or ions with the total composition C33H60BCl2F9O6S.

Its SMILES is C/C(Cl)=C(/Cl)BCCCCC(F)(F)C(F)(F)S(F)(F)(F)(F)F.C1CCOC1.C1CCOC1.C1CCOC1.C1CCOC1.C1CCOC1.C1CCOC1. The gap between HOMO and LUMO is 9.3 eV.

Structure (ORCA input):
```
! wB97M-V def2-TZVPD RIJCOSX def2/J DEFGRID3
* xyz 0 1
C 4.550 -4.268 -1.795
C 3.282 -4.130 -2.600
Cl 1.901 -4.935 -1.939
C 3.242 -3.497 -3.759
Cl 1.833 -3.428 -4.758
B 4.376 -2.721 -4.505
C 4.548 -1.186 -4.316
C 4.499 -0.674 -2.858
C 3.612 0.567 -2.660
C 2.163 0.208 -2.252
C 1.156 0.602 -3.291
F 1.254 1.931 -3.556
F 1.360 -0.031 -4.474
C -0.359 0.418 -2.899
F -1.123 1.149 -3.715
F -0.517 0.867 -1.640
S -1.078 -1.357 -2.998
F -2.549 -0.767 -2.991
F -1.023 -1.239 -4.585
F 0.373 -2.014 -3.015
F -1.121 -1.522 -1.433
F -1.694 -2.795 -3.152
H 5.251 -4.946 -2.295
H 5.047 -3.298 -1.667
H 4.344 -4.674 -0.804
H 5.042 -3.332 -5.290
H 3.717 -0.735 -4.886
H 5.458 -0.844 -4.822
H 4.142 -1.462 -2.182
H 5.519 -0.444 -2.532
H 4.043 1.208 -1.885
H 3.598 1.171 -3.573
H 2.079 -0.864 -2.067
H 1.876 0.711 -1.323
C -0.613 0.794 2.678
C -0.431 -0.706 2.900
C 0.624 -1.040 1.853
O 1.435 0.124 1.717
C 0.815 1.232 2.380
H -1.025 1.313 3.542
H -1.256 0.971 1.811
H -0.045 -0.890 3.905
H -1.345 -1.284 2.769
H 0.158 -1.274 0.889
H 1.268 -1.875 2.137
H 1.349 1.457 3.307
H 0.870 2.099 1.720
C -1.191 2.112 7.627
C -0.174 1.045 8.029
C 0.245 0.496 6.671
O 0.145 1.589 5.758
C -0.555 2.678 6.365
H -1.342 2.870 8.396
H -2.156 1.654 7.398
H 0.673 1.511 8.536
H -0.580 0.277 8.685
H -0.427 -0.309 6.350
H 1.269 0.120 6.649
H 0.159 3.473 6.608
H -1.279 3.074 5.653
C -3.240 -3.251 -6.483
C -3.207 -4.554 -7.281
C -2.981 -4.035 -8.696
O -2.206 -2.846 -8.563
C -2.169 -2.435 -7.194
H -3.030 -3.385 -5.420
H -4.215 -2.769 -6.583
H -2.365 -5.171 -6.960
H -4.118 -5.144 -7.193
H -3.933 -3.797 -9.184
H -2.435 -4.735 -9.331
H -1.175 -2.641 -6.783
H -2.344 -1.360 -7.151
C -4.402 4.169 2.958
C -5.185 4.795 4.112
C -4.246 4.545 5.285
O -2.925 4.586 4.747
C -2.973 4.551 3.320
H -4.697 4.539 1.977
H -4.520 3.083 2.964
H -5.313 5.866 3.947
H -6.169 4.351 4.263
H -4.426 3.561 5.731
H -4.323 5.298 6.070
H -2.714 5.538 2.924
H -2.230 3.833 2.968
C 0.605 5.939 10.065
C -0.344 5.940 11.263
C -0.782 4.481 11.300
O 0.327 3.724 10.821
C 1.293 4.590 10.226
H 1.310 6.770 10.064
H 0.038 5.970 9.132
H 0.196 6.200 12.176
H -1.184 6.625 11.155
H -1.647 4.314 10.648
H -1.035 4.128 12.301
H 2.167 4.665 10.882
H 1.612 4.152 9.278
C 0.536 -3.514 -9.482
C 0.119 -4.744 -8.677
C 1.443 -5.491 -8.556
O 2.459 -4.491 -8.529
C 1.912 -3.226 -8.895
H -0.150 -2.674 -9.376
H 0.617 -3.763 -10.542
H -0.242 -4.444 -7.690
H -0.655 -5.341 -9.157
H 1.603 -6.151 -9.416
H 1.521 -6.087 -7.645
H 1.837 -2.595 -8.003
H 2.592 -2.745 -9.600
*
```

ORCA calculation (ωB97M-V/def2-TZVPD) on a molecular structure, C6H5BrO2S.

The calculation puts the energy above the lowest of the compared OMol25 structures with the same formula, charge and spin at 0.3 kcal per mole. The gap between HOMO and LUMO is 9.0 eV.

Structure (ORCA input):
```
! wB97M-V def2-TZVPD RIJCOSX def2/J DEFGRID3
* xyz 0 1
C 2.029 -0.830 1.180
C 2.564 -0.634 -1.171
C 1.136 -0.105 0.511
C 1.369 -0.108 -0.867
C -1.025 0.427 0.418
C -1.619 -0.492 -0.307
O 0.101 0.537 1.162
O 0.584 0.597 -1.800
S 3.348 -1.284 0.234
Br -1.431 -2.329 0.055
H 2.007 -0.954 2.205
H 3.251 -0.939 -1.957
H -0.081 1.497 -1.285
H -1.240 1.456 -0.074
H -2.313 -0.275 -1.068
*
```

ORCA calculation (ωB97M-V/def2-TZVPD) on a single C22H14FN3O9 molecule.

Its SMILES is O=C(c1cc(-c2c(O)c([N+](=O)[O-])cc(F)c2[N+](=O)[O-])cc([N+](=O)[O-])c1O)[C@@H]1CCc2ccccc21. The calculation puts the energy above the lowest of the compared OMol25 structures with the same formula, charge and spin at 47.9 kcal per mole. The gap between HOMO and LUMO is 7.1 eV.

Structure (ORCA input):
```
! wB97M-V def2-TZVPD RIJCOSX def2/J DEFGRID3
* xyz 0 1
O -1.596 1.352 -0.861
O 2.618 -3.761 -0.576
O -1.010 1.553 7.216
O 4.466 0.089 3.342
O 4.218 -2.534 0.191
O -2.110 0.227 5.911
O 3.694 1.820 2.200
F 3.599 1.888 5.652
O 1.112 -1.624 -2.064
O -1.158 -0.122 3.449
C -0.686 0.644 -1.345
C -3.687 -1.546 -4.973
C -3.190 -2.115 -3.784
C 0.291 0.372 0.922
C 2.057 -1.151 1.480
C 1.274 1.228 5.957
C -3.094 -0.300 -5.462
C -2.196 -1.430 -3.061
C 2.382 1.314 5.111
C 1.214 -1.110 -0.797
C 0.011 0.301 4.043
C 0.251 -0.065 -0.433
C 1.218 -0.119 1.864
C 1.209 0.299 3.298
C 2.083 -1.701 0.145
C 0.050 0.797 5.353
C 2.401 0.830 3.808
C -2.162 0.313 -4.683
C -1.642 -0.252 -3.526
N 2.964 -2.722 -0.057
N -1.061 0.815 6.232
N 3.582 0.877 2.954
C -1.585 1.578 -4.935
C -0.634 0.716 -2.883
C -0.967 1.971 -3.600
H 1.583 -2.480 -2.143
H -1.774 0.194 4.065
H -4.490 -2.043 -5.524
H -3.780 -2.941 -3.310
H -0.355 1.117 1.202
H 2.718 -1.543 2.217
H 1.557 1.621 6.893
H -3.204 0.036 -6.499
H -1.744 -1.846 -2.153
H -2.293 2.312 -5.273
H -0.838 1.409 -5.677
H 0.376 0.441 -3.150
H -1.602 2.619 -2.994
H -0.071 2.674 -3.742
*
```

ORCA calculation (ωB97M-V/def2-TZVPD) on a single C17H29NO4 molecule.

Its SMILES is CCO[C@@H]1OC(C(N)=O)=C[C@H](C2CCCCC2)[C@H]1CCCO. The calculation puts the energy above the lowest of the compared OMol25 structures with the same formula, charge and spin at 19.5 kcal per mole. The gap between HOMO and LUMO is 9.6 eV.

Structure (ORCA input):
```
! wB97M-V def2-TZVPD RIJCOSX def2/J DEFGRID3
* xyz 0 1
C -2.697 2.375 2.112
C -2.938 0.926 1.704
H -3.122 0.309 2.597
O -1.893 0.349 0.942
C -0.720 0.026 1.629
C 0.031 -1.028 0.797
C 1.089 -1.772 1.623
C 2.243 -0.924 2.154
C 3.324 -1.812 2.776
O 3.919 -2.681 1.842
H 4.302 -2.151 1.133
H 2.890 -2.462 3.539
H 4.089 -1.180 3.252
H 2.688 -0.343 1.342
H 1.888 -0.224 2.910
H 1.508 -2.565 0.998
H 0.594 -2.255 2.470
H -0.734 -1.764 0.529
C 0.593 -0.409 -0.497
C 1.066 0.982 -0.232
C 0.795 1.661 0.882
O 0.044 1.173 1.926
C 1.348 3.028 1.097
O 2.040 3.591 0.273
N 1.017 3.580 2.286
H 0.464 3.062 2.944
H 1.361 4.495 2.519
H 1.690 1.469 -0.963
H 1.462 -0.999 -0.815
C -0.442 -0.473 -1.651
C -0.111 0.486 -2.796
C -1.162 0.392 -3.900
C -1.267 -1.031 -4.437
C -1.589 -1.993 -3.300
C -0.527 -1.896 -2.209
H 0.444 -2.174 -2.629
H -0.759 -2.608 -1.414
H -1.638 -3.017 -3.678
H -2.565 -1.744 -2.878
H -2.041 -1.085 -5.205
H -0.318 -1.317 -4.897
H -0.905 1.079 -4.709
H -2.131 0.697 -3.497
H -0.078 1.512 -2.426
H 0.871 0.240 -3.208
H -1.413 -0.190 -1.237
H -0.972 -0.389 2.623
H -3.810 0.863 1.047
H -2.404 2.961 1.244
H -1.911 2.439 2.859
H -3.612 2.790 2.528
*
```

ORCA calculation (ωB97M-V/def2-TZVPD) on a molecular structure, C6H11N.

The calculation puts the energy above the lowest of the compared OMol25 structures with the same formula, charge and spin at 39.2 kcal per mole. The gap between HOMO and LUMO is 9.8 eV.

Structure (ORCA input):
```
! wB97M-V def2-TZVPD RIJCOSX def2/J DEFGRID3
* xyz 0 1
C -0.819 1.582 0.925
C -0.280 0.313 0.203
C -0.453 -1.042 0.869
C 0.715 -0.821 -1.096
C -0.519 0.034 -1.366
C 1.213 0.306 -0.143
H -0.576 2.417 0.320
H -0.195 1.743 1.904
H -1.906 1.573 1.219
H -1.518 -1.377 0.831
H -0.008 -1.246 1.798
H 1.104 -2.211 0.281
H 1.420 -1.165 -1.908
H -0.391 0.980 -1.978
H -1.454 -0.458 -1.693
H 1.877 0.057 0.698
H 1.511 1.199 -0.678
N 0.277 -1.884 -0.187
*
```

no.,electronic energy (a.u.)
1,-5208.62720
2,-283.12472
3,-1168.98501
4,-1297.95147
5,-1026.51322
6,-564.14434
7,-3986.87875
8,-3354.16451
9,-1787.67594
10,-1020.90538
11,-289.90914